# 1
{"formula": "C20H22BN10ORb", "method": "ωB97M-V/def2-TZVPD", "e_homo_ev": [-10.90, -10.90], "charge": 1, "lumo_energy_ha": [-0.0862, -0.2594], "multiplicity": 2, "s2": 0.769, "orbital_gap_ha": [0.314, 0.141], "symbols": ["Rb", "C", "C", "N", "N", "C", "B", "N", "C", "C", "C", "N", "N", "C", "C", "C", "N", "N", "C", "C", "C", "N", "H", "H", "H", "H", "H", "H", "H", "H", "H", "H", "H", "H", "C", "C", "O", "N", "C", "C", "C", "C", "C", "C", "N", "H", "H", "H", "H", "H", "H", "H", "H", "H", "H"], "xyz": [[0.47660, -0.55448, -0.23073], [-1.49887, 2.66372, 0.46771], [-1.27321, 1.96238, 1.66932], [-1.64968, 0.70812, 1.52336], [-2.06553, 0.53190, 0.27432], [-2.01265, 1.71865, -0.39382], [-2.61829, -0.86161, -0.15111], [-2.23057, -1.19950, -1.59196], [-2.78137, -0.74143, -2.75091], [-2.07030, -1.27300, -3.79760], [-1.07559, -2.05214, -3.18098], [-1.17839, -2.00360, -1.86371], [-2.01139, -1.89223, 0.81332], [-2.24356, -3.23535, 0.86817], [-1.44669, -3.76229, 1.85760], [-0.73541, -2.65178, 2.36322], [-1.07738, -1.56392, 1.70909], [-4.15372, -0.80886, 0.07558], [-4.82241, -1.24888, 1.12580], [-6.17002, -0.79407, 1.01262], [-6.19658, -0.05093, -0.16681], [-4.98374, -0.04650, -0.70605], [-1.33119, 3.71098, 0.27804], [-0.91368, 2.31740, 2.62114], [-2.35910, 1.83665, -1.40805], [-3.63986, -0.09779, -2.74953], [-2.24625, -1.12856, -4.84928], [-0.32339, -2.66734, -3.64835], [-2.96002, -3.71314, 0.21719], [-1.37451, -4.79239, 2.16420], [-0.00999, -2.60934, 3.15915], [-4.34104, -1.85379, 1.88043], [-6.98168, -0.96695, 1.70040], [-7.01551, 0.47616, -0.62697], [2.31058, 2.35883, -3.53476], [1.90953, 2.10983, -2.10188], [1.02784, 1.32260, -1.77679], [2.60375, 2.82521, -1.18865], [2.41219, 2.67834, 0.24808], [3.39083, 1.68775, 0.84120], [4.70481, 2.05770, 1.10543], [5.57426, 1.11462, 1.62790], [5.10397, -0.16726, 1.86707], [3.78015, -0.44492, 1.57092], [2.93750, 0.45457, 1.06297], [1.57011, 1.92543, -4.20024], [3.27563, 1.88762, -3.72752], [2.40117, 3.42528, -3.73794], [3.33992, 3.43111, -1.50709], [1.39639, 2.32056, 0.41427], [2.52759, 3.65664, 0.71372], [5.03981, 3.06872, 0.91094], [6.60137, 1.37342, 1.84826], [5.74580, -0.92945, 2.28541], [3.37279, -1.43306, 1.75744]], "atomic_forces_ev_per_a": [[1.151, -0.410, 0.342], [-0.039, 0.036, -0.267], [-0.490, -0.038, -0.658], [-0.381, 0.853, 1.533], [-0.680, 0.298, -0.386], [0.016, 0.540, -0.230], [1.658, 0.262, 0.375], [-0.786, 0.226, -0.316], [0.146, -0.179, -0.122], [-0.054, 0.068, 0.042], [-0.286, 0.054, 0.049], [0.004, -0.452, -0.111], [-0.505, -0.518, -0.226], [-0.097, -0.220, 0.163], [-0.233, -0.127, -0.068], [-0.463, -0.397, -0.549], [0.863, -0.728, 1.042], [-1.097, -0.849, 1.614], [1.560, -0.200, -0.604], [-0.901, 0.313, 0.037], [0.669, -0.068, -0.160], [-0.816, 0.718, -0.788], [0.002, -0.042, -0.132], [0.042, -0.020, 0.013], [0.130, -0.148, -0.047], [-0.072, 0.097, 0.021], [-0.003, 0.008, 0.010], [0.076, 0.040, 0.068], [0.086, -0.003, -0.057], [-0.084, 0.016, -0.020], [0.068, 0.024, -0.041], [-0.056, 0.046, 0.037], [0.062, -0.086, 0.049], [0.051, 0.011, -0.022], [-0.080, -0.080, -0.002], [0.062, 0.177, -0.120], [0.344, 0.706, -0.618], [-0.077, 0.063, 0.163], [0.067, -0.191, -0.116], [0.045, 0.102, 0.019], [0.011, -0.073, 0.054], [-0.017, -0.002, -0.049], [-0.011, 0.032, 0.040], [0.089, 0.029, 0.022], [0.028, -0.013, 0.066], [-0.014, -0.013, 0.026], [0.002, 0.011, -0.012], [0.027, 0.004, -0.005], [-0.002, 0.010, -0.083], [0.035, 0.116, 0.019], [-0.019, -0.001, 0.013], [-0.026, 0.017, 0.024], [-0.002, 0.012, 0.001], [-0.016, -0.022, -0.013], [0.010, -0.007, -0.018]], "mulliken_spin": [0.000, -0.002, 0.014, -0.003, -0.004, 0.008, 0.032, 0.003, 0.000, -0.001, 0.002, 0.001, -0.003, -0.002, 0.001, 0.000, 0.002, 0.031, 0.228, 0.339, 0.024, 0.323, 0.000, -0.001, 0.001, -0.001, 0.000, 0.000, -0.001, 0.000, 0.000, 0.010, -0.006, 0.008, 0.000, 0.000, 0.000, 0.000, -0.002, 0.000, 0.000, 0.000, 0.000, 0.000, 0.000, 0.000, 0.000, 0.000, 0.000, 0.001, 0.000, 0.000, 0.000, 0.000, 0.000]}



# 2
{"formula": "C20H22BN8Pt", "method": "ωB97M-V/def2-TZVPD", "e_homo_ev": -11.20, "charge": 1, "lumo_energy_ha": -0.1312, "orbital_gap_ha": 0.280, "symbols": ["Pt", "B", "N", "C", "C", "C", "N", "N", "C", "C", "C", "N", "H", "H", "H", "H", "H", "H", "H", "H", "N", "C", "C", "C", "C", "C", "C", "C", "C", "N", "C", "H", "H", "H", "H", "H", "H", "H", "H", "N", "C", "C", "C", "C", "C", "N", "H", "H", "H", "H", "H", "H"], "xyz": [[0.11878, 0.93177, 0.01017], [-3.06224, -0.29197, -0.42283], [-2.30072, -1.29836, 0.50603], [-2.18009, -2.59871, 0.17242], [-1.62644, -3.28340, 1.23483], [-1.44348, -2.29354, 2.20400], [-1.85634, -1.10676, 1.76113], [-2.85157, 1.19872, -0.01251], [-3.83142, 2.09652, 0.11956], [-3.28642, 3.35163, 0.32941], [-1.91892, 3.13702, 0.32729], [-1.66895, 1.83652, 0.12114], [-2.65006, -0.46195, -1.54913], [-4.24866, -0.47260, -0.34916], [-2.53958, -2.94883, -0.78228], [-1.41517, -4.33558, 1.30614], [-1.03577, -2.38689, 3.19900], [-4.85730, 1.77653, 0.06465], [-3.80881, 4.27782, 0.48697], [-1.10648, 3.82715, 0.48954], [0.15018, 0.80235, 2.04976], [1.35343, 0.13394, 2.48912], [1.63874, -0.12520, 3.79708], [2.83201, -0.79629, 4.14233], [3.71294, -1.19261, 3.17781], [3.44182, -0.93215, 1.81380], [4.30927, -1.29337, 0.75798], [3.97604, -0.98431, -0.52882], [2.76538, -0.32037, -0.78464], [1.93105, 0.02095, 0.17253], [2.25047, -0.26815, 1.47828], [-0.71180, 0.18651, 2.14652], [0.00524, 1.67818, 2.54375], [0.94650, 0.18029, 4.57207], [3.04167, -0.99400, 5.18422], [4.62908, -1.70435, 3.44206], [5.23540, -1.80686, 0.98367], [4.61944, -1.24012, -1.35760], [2.47512, -0.06417, -1.79334], [-0.00434, -1.36470, -2.11722], [-0.03804, -0.16645, -2.76129], [-0.09191, -0.10304, -4.16425], [-0.08194, 1.11461, -4.78896], [-0.01702, 2.28488, -4.02591], [0.03888, 2.16081, -2.66725], [0.04385, 0.96322, -2.03513], [-0.27209, -2.16375, -2.66952], [-0.38311, -1.39212, -1.17726], [-0.16001, -1.02373, -4.72706], [-0.13581, 1.16812, -5.86811], [-0.01485, 3.26280, -4.48216], [0.08404, 3.02398, -2.01883]], "atomic_forces_ev_per_a": [[0.111, 0.046, 0.000], [-0.004, 0.021, -0.003], [0.049, -0.205, -0.182], [-0.024, 0.035, -0.001], [-0.007, 0.034, 0.038], [0.031, -0.074, 0.009], [0.024, 0.277, 0.071], [0.110, 0.054, 0.190], [-0.042, -0.042, 0.037], [-0.048, 0.052, 0.077], [0.107, -0.085, 0.089], [-0.179, 0.036, -0.331], [0.029, 0.009, -0.003], [0.002, -0.003, -0.006], [0.005, -0.005, 0.001], [0.005, -0.003, -0.002], [0.001, 0.010, -0.004], [0.004, 0.000, -0.030], [0.005, 0.003, -0.016], [0.000, 0.017, -0.053], [-0.257, -0.150, -0.167], [0.038, -0.068, -0.007], [0.002, -0.012, 0.007], [-0.009, 0.005, 0.011], [0.003, 0.004, -0.010], [-0.014, -0.006, 0.014], [0.013, 0.004, -0.006], [-0.002, -0.001, 0.004], [-0.002, 0.009, 0.031], [-0.013, 0.003, 0.027], [0.010, 0.011, 0.000], [0.137, 0.016, 0.248], [-0.034, 0.007, -0.011], [0.000, 0.004, -0.001], [-0.001, 0.000, -0.001], [-0.001, -0.002, -0.001], [-0.003, -0.003, 0.001], [-0.001, 0.003, -0.001], [-0.001, -0.006, -0.010], [-0.025, -0.080, 0.101], [-0.040, 0.077, -0.114], [0.002, -0.004, 0.031], [-0.004, 0.014, -0.025], [0.007, -0.004, 0.003], [0.004, 0.016, 0.041], [-0.002, -0.065, -0.023], [0.018, 0.007, -0.024], [0.000, 0.035, 0.002], [0.002, -0.001, 0.002], [0.004, -0.002, 0.002], [-0.004, 0.003, 0.006], [-0.007, 0.008, -0.009]], "lowdin_charge": [1.176, -0.411, -0.112, -0.125, -0.059, -0.158, 0.006, -0.053, -0.059, -0.037, -0.141, -0.165, 0.065, 0.077, 0.124, 0.094, 0.103, 0.128, 0.104, 0.109, -0.042, -0.222, 0.012, -0.039, -0.004, -0.134, 0.028, -0.013, -0.086, -0.065, -0.153, 0.066, 0.122, 0.130, 0.118, 0.126, 0.132, 0.120, 0.112, 0.154, -0.388, 0.004, -0.036, -0.048, -0.114, -0.084, 0.115, 0.056, 0.122, 0.122, 0.114, 0.106]}



# 3
{"formula": "C20H22BrN3O5S", "method": "ωB97M-V/def2-TZVPD", "e_homo_ev": -8.61, "lumo_energy_ha": 0.0058, "smiles": "CCOC(=O)C/C(C)=N/NC(=O)CN(c1ccc(Br)cc1)S(=O)(=O)c1ccccc1", "orbital_gap_ha": 0.322, "symbols": ["C", "C", "H", "H", "O", "C", "O", "C", "C", "N", "N", "C", "O", "C", "N", "C", "C", "C", "C", "C", "C", "H", "H", "Br", "H", "H", "S", "O", "O", "C", "C", "C", "C", "C", "C", "H", "H", "H", "H", "H", "H", "H", "H", "C", "H", "H", "H", "H", "H", "H", "H", "H"], "xyz": [[-6.21973, -1.97047, 1.46667], [-6.26934, -1.37246, 0.07382], [-6.78705, -2.03522, -0.62802], [-6.78422, -0.40501, 0.06931], [-4.92611, -1.18201, -0.37959], [-4.77077, -0.69590, -1.60662], [-5.67702, -0.38809, -2.33342], [-3.29849, -0.59586, -1.97604], [-2.45427, -0.21699, -0.79837], [-1.59386, -1.07188, -0.42726], [-0.79381, -0.82653, 0.64136], [0.18669, -1.69023, 0.99926], [0.40051, -2.76120, 0.48137], [1.04456, -1.13558, 2.15550], [2.00514, -0.14012, 1.72361], [3.22226, -0.49921, 1.14461], [4.26271, 0.43111, 1.12398], [5.46672, 0.12456, 0.52152], [5.64310, -1.12268, -0.05243], [4.63325, -2.06726, -0.01812], [3.42362, -1.75685, 0.57436], [2.63979, -2.49639, 0.57376], [4.78160, -3.04039, -0.45997], [7.29574, -1.53985, -0.89557], [6.26629, 0.84893, 0.50841], [4.13506, 1.38544, 1.60540], [1.54647, 1.47674, 1.64357], [2.31384, 2.27871, 2.54439], [0.11683, 1.49749, 1.82626], [1.93529, 1.93143, -0.04512], [2.62125, 3.10770, -0.27757], [2.91545, 3.47222, -1.58129], [2.51968, 2.65840, -2.63099], [1.82710, 1.48312, -2.38469], [1.52980, 1.11429, -1.08294], [0.99832, 0.19824, -0.88056], [1.51989, 0.85000, -3.20246], [2.75280, 2.94018, -3.64655], [3.45376, 4.38691, -1.77575], [2.91675, 3.71330, 0.56456], [1.58254, -1.96486, 2.62188], [0.40412, -0.65619, 2.89799], [-0.84949, 0.06769, 1.13456], [-2.72602, 1.11458, -0.15657], [-1.80321, 1.63718, 0.09709], [-3.31700, 1.73983, -0.81989], [-3.28620, 0.96746, 0.76749], [-3.20447, 0.13244, -2.78379], [-2.97888, -1.57467, -2.33924], [-7.22973, -2.14267, 1.82654], [-5.68156, -2.91405, 1.44711], [-5.70968, -1.29529, 2.14838]], "atomic_forces_ev_per_a": [[0.194, 0.165, -0.393], [-0.533, -0.042, 0.087], [0.065, 0.140, 0.075], [0.065, -0.153, -0.052], [0.210, -0.185, 0.413], [0.234, 0.226, -0.483], [-0.134, -0.008, -0.029], [-0.164, -0.126, 0.051], [0.151, 0.213, 0.128], [0.132, -0.774, -0.495], [-0.631, 0.964, 0.222], [0.214, -0.163, 0.275], [0.053, -0.153, -0.035], [-0.460, -0.107, 0.048], [-0.557, 1.099, -0.062], [1.014, -0.171, -0.278], [0.099, -0.199, 0.042], [0.037, -0.127, -0.116], [0.152, -0.041, -0.095], [0.228, 0.107, -0.016], [-0.202, 0.151, 0.156], [-0.144, -0.060, -0.001], [0.008, -0.061, -0.031], [-0.121, 0.023, 0.070], [0.057, 0.046, 0.000], [0.131, 0.061, 0.044], [-0.045, -0.307, -0.152], [0.199, 0.047, -0.152], [-0.065, -0.021, 0.078], [-0.078, -0.059, 0.488], [0.036, 0.091, 0.162], [-0.052, -0.012, 0.018], [0.026, 0.042, 0.006], [-0.059, -0.045, 0.102], [-0.090, -0.092, -0.128], [-0.072, -0.163, -0.021], [-0.022, -0.070, -0.066], [0.029, 0.023, -0.089], [0.045, 0.079, -0.004], [0.100, 0.112, 0.048], [-0.077, 0.141, -0.097], [0.010, -0.224, 0.029], [0.049, -0.328, -0.172], [0.196, -0.139, 0.129], [0.005, 0.069, -0.022], [-0.035, 0.078, -0.008], [-0.063, 0.039, 0.076], [-0.074, -0.043, 0.033], [-0.005, 0.046, -0.005], [-0.097, -0.020, 0.051], [0.019, -0.114, 0.053], [0.022, 0.045, 0.119]], "lowdin_charge": [-0.062, -0.215, 0.129, 0.130, -0.005, -0.507, 0.118, -0.034, -0.333, 0.124, 0.046, -0.461, 0.074, -0.075, -0.155, -0.255, -0.026, -0.109, -0.688, -0.110, 0.004, 0.098, 0.106, 0.722, 0.105, 0.097, 0.724, -0.264, -0.299, -0.277, -0.053, -0.058, -0.064, -0.050, -0.045, 0.107, 0.112, 0.108, 0.109, 0.117, 0.144, 0.127, 0.091, -0.001, 0.068, 0.090, 0.097, 0.132, 0.135, 0.078, 0.079, 0.075]}



What relative energy (zero: lowest compared OMol25 entry of this formula, charge and spin) values result from the calculations? In sequence: 29.7 0.0 31.0 kcal per mole.